1.
48
Properties=species:S:1:pos:R:3:lowdin_charge:R:1 method="wB97M-V/def2-TZVPD" charge=-2 e_tot_ev=-191326.595
Br -6.17446 4.30319 -4.26959 0.668
C -1.16096 -0.21154 3.85442 -0.755
Rb -0.30392 -0.69964 -0.89034 0.784
C 4.44172 1.07946 1.63419 -0.048
F 6.54797 -1.44908 0.67715 0.100
C 2.14472 0.62654 1.32931 -0.197
C -3.77912 2.90626 -3.54134 -0.056
H 0.23918 -3.57480 -1.79142 0.036
C 4.72387 0.09248 0.70897 -0.158
C -2.11959 -2.24765 4.57836 -0.038
F 6.99868 0.60679 1.12521 0.065
C -2.44624 2.57212 -3.72366 -0.101
H -2.94488 -4.59971 3.54809 0.071
H -1.23990 -4.87035 3.17746 0.085
C -2.09615 -4.22134 2.97658 -0.039
N 2.38007 -0.32671 0.44064 -0.048
C -4.34880 3.78688 -4.43727 -0.671
C -0.70882 -3.83182 -2.28849 -0.206
H 2.87199 2.13614 2.68360 0.082
C 3.12828 1.37085 1.96365 -0.096
S 3.90751 -1.84835 -1.08572 0.493
C -1.80108 -0.92571 4.85342 -0.125
O -0.56596 1.31433 -3.03728 -0.107
C -3.59732 4.31160 -5.47724 -0.230
H -2.05008 -0.46396 5.79787 0.088
C -1.12485 -1.97812 2.44292 -0.072
O -1.62032 -3.30789 -0.20268 -0.313
H 1.09850 0.80156 1.57037 0.061
H -0.85461 -2.37394 1.47029 0.069
H 5.25475 1.62205 2.09763 0.106
C -1.76643 3.14156 -4.79233 -0.080
H -0.65722 -4.84223 -2.70154 0.032
O -2.43779 1.19184 -1.81349 -0.095
H -0.72664 2.87906 -4.93914 0.114
H -2.64071 -2.84717 5.31671 0.109
H -2.31105 -4.28230 1.90791 0.067
N -2.31955 3.99754 -5.65780 0.053
F 6.49776 0.04314 -0.89034 0.103
N -0.83576 -0.69544 2.68042 0.056
H -0.89212 -3.14968 -3.12783 0.040
C -1.77816 -2.80081 3.35018 -0.238
C -1.75023 1.59844 -2.76588 -0.721
Br -0.72013 1.61749 4.17074 0.696
C 6.15830 -0.19278 0.39012 -0.602
C 3.66055 -0.63672 0.07538 -0.802
H -4.31563 2.46741 -2.71034 0.115
C -1.93414 -3.74656 -1.32880 -0.378
H -4.04842 5.00529 -6.17867 0.086

***

2.
47
Properties=species:S:1:pos:R:3:lowdin_charge:R:1 method="wB97M-V/def2-TZVPD" e_above_lowest_kcal_mol=53.7 charge=-1
C 3.53626 -1.26248 -3.94953 -0.022
H 2.90426 -2.02434 -4.38917 0.125
C 4.90156 -1.26805 -4.18991 -0.085
C -1.16819 -1.75220 0.15493 -0.490
Cl -1.65831 2.41258 1.56209 0.686
Ir -0.31321 -0.01499 0.27069 1.192
C 0.93198 1.04659 -2.38201 -0.550
H 3.35327 1.43819 -1.92054 0.122
H 2.05487 -1.36966 -1.25573 0.053
H 2.38354 -0.08899 4.20850 0.106
N -1.62887 -2.81335 0.15068 -0.019
H -2.09491 -2.61284 -4.81591 0.099
C -1.26624 -1.92863 -4.95082 -0.080
O -2.28629 1.34821 0.73288 -0.417
H 0.64204 0.04083 5.99776 0.106
C -0.98761 -0.22777 4.61551 -0.058
C -1.30974 -0.43012 3.29317 -0.117
C 1.32980 -0.18383 3.98872 -0.079
H -1.61802 -1.66208 -7.05196 0.092
H 6.77192 -0.26760 -3.84440 0.094
C 0.05210 -0.50114 -6.35538 -0.085
S 1.90900 -0.40627 1.27348 0.695
H 5.77091 1.45310 -2.38048 0.099
O 1.28306 -1.35387 -1.82831 -0.055
C 0.84675 -0.16414 -5.27151 -0.030
H 5.33881 -2.04720 -4.80241 0.097
H -2.33036 -0.54915 2.95820 0.127
C -0.46988 -1.59548 -3.86151 -0.002
C 3.77961 0.68048 -2.56525 -0.010
C 1.47345 -0.37131 -2.82888 -0.341
N -0.36379 -0.50921 2.35469 -0.133
C 5.14455 0.68896 -2.82363 -0.079
C 5.70846 -0.28039 -3.63932 -0.104
O 1.16975 1.96474 -3.13903 0.084
C -1.00167 -1.39480 -6.20234 -0.106
H -0.67806 -2.01295 -2.88463 0.108
H 0.25877 -0.06743 -7.32649 0.096
C 0.91676 -0.35984 2.66973 -0.773
C 0.60470 -0.72944 -4.02220 -0.149
H -1.77119 -0.16041 5.35524 0.106
C 0.35807 -0.11108 4.96393 -0.059
O -0.22516 2.11812 1.57308 -0.410
C 2.95955 -0.27929 -3.14744 -0.144
H 1.65156 0.54960 -5.38572 0.122
O 0.25156 1.15335 -1.27995 -0.192
O -2.18130 2.33382 2.89427 -0.322
O -1.91332 3.68965 0.98832 -0.295

***

3.
45
Properties=species:S:1:pos:R:3:lowdin_spin:R:1 method="wB97M-V/def2-TZVPD" multiplicity=4 charge=+2 e_tot_ev=-86748.409
H -1.21730 -2.37721 -0.08232 0.000
C 1.54412 -1.95534 -0.39043 0.000
C -1.02158 -0.19829 -0.61485 0.000
H -0.92841 1.84019 -1.38039 0.000
O -4.10857 2.12086 4.96093 -0.008
C -0.16513 2.18115 3.43457 0.012
H 1.69862 -4.69512 -2.23263 0.000
H 3.65250 -3.88239 1.44707 0.000
C -1.59714 0.99964 -1.05040 0.000
H -4.65975 -0.26112 -1.15041 0.000
H 2.61538 -1.65600 1.45512 0.000
C 3.11361 -3.54069 0.61659 0.000
C 2.89971 1.00373 -1.63680 0.000
H 4.63942 1.82728 -2.55502 0.000
C -2.95676 0.92542 -1.24132 0.000
C 0.95943 0.59322 -3.09543 0.000
H 3.54838 2.04951 -4.81869 0.000
O -3.67318 3.85620 6.39952 0.016
H 3.37456 -5.37533 -0.45341 0.000
C 2.48455 -2.30960 0.61029 0.000
C 1.64966 0.42494 -1.84207 0.000
C 2.99364 1.67380 -3.98221 0.000
C 1.72866 1.19666 -4.09138 0.000
C -1.67308 -1.38005 -0.31742 0.000
H -3.66216 -2.16935 -0.13449 0.000
N -1.20251 2.52966 3.92518 0.003
C 1.25889 -2.88530 -1.37162 0.000
H 1.27915 1.20207 -5.08375 0.000
Cl -4.83377 2.99395 5.90881 0.008
O -5.44504 2.32735 6.98569 0.000
C 1.95645 -4.09337 -1.40060 0.000
H 0.01355 0.31498 -3.42709 0.000
N 0.91287 2.13088 2.75268 0.002
H 0.46838 -2.69077 -2.17417 0.000
H 3.40093 1.14440 -0.64539 0.000
C 2.91541 -4.37141 -0.45188 0.000
N 0.96850 0.67754 0.87092 0.003
H -3.48247 1.75875 -1.60772 0.000
O -5.75348 3.77373 5.20541 -0.003
P 0.76812 -0.34245 -0.48279 0.000
C -3.03647 -1.34490 -0.39467 0.000
C -3.63674 -0.20914 -0.91549 0.000
C 0.84257 1.49406 1.67393 0.002
Mn -2.22940 3.12030 5.45900 2.963
C 3.59585 1.57757 -2.68087 0.000